{
  "formula": "C12H10OS",
  "method": "ωB97M-V/def2-TZVPD",
  "gap_ev": 7.82,
  "lumo_energy_ev": -0.81,
  "max_force_ev_per_a": 3.98,
  "molar_mass_da": 202.28,
  "de_lowest_ev": 1.827,
  "symbols": ["C", "C", "C", "C", "C", "C", "C", "C", "C", "C", "C", "C", "O", "S", "H", "H", "H", "H", "H", "H", "H", "H", "H", "H"],
  "xyz": [[-2.0226, -2.6178, 0.0069], [-3.1511, -1.8762, 0.1479], [-0.7501, -2.0037, -0.0369], [-3.0252, -0.4533, 0.3973], [-0.6298, -0.6343, 0.0195], [-1.7557, 0.0897, 0.4063], [0.5360, 0.2905, -0.0048], [-1.3952, 1.5474, 0.3777], [0.0654, 1.5488, 0.1832], [2.4089, -0.3986, -0.1183], [0.8916, 2.7795, 0.3628], [3.3965, 0.0093, -1.1112], [-2.1092, 2.4738, 0.7051], [2.7645, -1.4944, 1.0058], [-1.9945, -3.5749, -0.3971], [-3.9958, -2.4274, 0.0965], [0.2605, -2.6061, -0.0029], [-3.9865, 0.0693, 0.5176], [1.7319, 2.6760, -0.2362], [1.3631, 2.8056, 1.3504], [0.1498, 3.5959, 0.2905], [2.9741, 0.5374, -1.9642], [4.0552, -0.9325, -1.3628], [4.2183, 0.5962, -0.6331]],
  "nbo_charge": [-0.1996, -0.2117, -0.1843, -0.1345, -0.0816, -0.1564, 0.0949, 0.5435, -0.1384, -0.0587, -0.6529, -0.7473, -0.4998, 0.0861, 0.2125, 0.2095, 0.2239, 0.2313, 0.2221, 0.2270, 0.2471, 0.2392, 0.2637, 0.2643]
}

{
  "formula": "CH10N7",
  "method": "ωB97M-V/def2-TZVPD",
  "gap_ev": [7.99, 5.98],
  "lumo_energy_ev": [-2.45, -6.55],
  "total_charge": 1,
  "spin_multiplicity": 3,
  "max_force_ev_per_a": 6.17,
  "molar_mass_da": 120.14,
  "symbols": ["C", "N", "N", "N", "N", "N", "N", "N", "H", "H", "H", "H", "H", "H", "H", "H", "H", "H"],
  "xyz": [[1.4242, -0.9423, 0.3375], [-1.0279, 1.1802, -0.1132], [1.6823, 0.9337, 1.7580], [0.9690, -2.6461, -1.2332], [-3.2775, 1.3725, -0.2629], [1.3079, 0.2784, 0.6106], [0.8098, -1.3495, -0.7709], [-2.1940, 0.7194, -0.0019], [2.1564, -1.7475, 0.9055], [-0.8591, 2.1864, -0.3130], [1.8959, 1.8600, 1.7857], [2.1827, 0.3806, 2.4097], [0.0180, -2.9309, -1.5391], [1.6433, -2.8302, -2.0275], [-4.1161, 1.0303, -0.0084], [-3.2003, 2.4597, -0.4218], [0.4041, 0.6879, 0.1404], [0.1811, -0.6425, -1.2553]],
  "nbo_charge": [0.3380, -0.5852, -0.6398, -0.6419, -0.5878, -0.3548, -0.4166, 0.0938, 0.2511, 0.3911, 0.3931, 0.3804, 0.3746, 0.3821, 0.3990, 0.3975, 0.4194, 0.4059]
}

{
  "formula": "C5H6O",
  "method": "ωB97M-V/def2-TZVPD",
  "gap_ev": 10.93,
  "lumo_energy_ev": 0.97,
  "max_force_ev_per_a": 2.37,
  "molar_mass_da": 82.10,
  "de_lowest_ev": 3.506,
  "symbols": ["C", "C", "C", "C", "O", "C", "H", "H", "H", "H", "H", "H"],
  "xyz": [[-0.4236, 2.5106, 0.6401], [-0.1031, 1.3615, 0.4812], [0.3696, -0.0068, 0.3648], [0.6272, -0.6128, -1.0287], [-0.6537, -1.2065, -1.0983], [-0.6401, -1.1822, 0.3261], [-0.7322, 3.5226, 0.7623], [1.2094, -0.1419, 1.0471], [0.8018, 0.0295, -1.9016], [1.2990, -1.5181, -0.8094], [0.0265, -2.0803, 0.6911], [-1.6795, -0.9561, 0.6119]],
  "nbo_charge": [-0.2218, -0.0215, -0.3540, -0.0456, -0.5294, -0.0576, 0.2363, 0.2314, 0.2062, 0.1653, 0.1736, 0.2171]
}

{
  "formula": "C5H9N2P",
  "method": "ωB97M-V/def2-TZVPD",
  "gap_ev": [8.06, 8.23],
  "lumo_energy_ev": [-0.72, -0.61],
  "max_force_ev_per_a": 3.31,
  "molar_mass_da": 128.12,
  "de_lowest_ev": 5.558,
  "symbols": ["C", "C", "C", "C", "C", "N", "N", "P", "H", "H", "H", "H", "H", "H", "H", "H", "H"],
  "xyz": [[-1.3374, 0.1840, 2.8162], [-0.2479, -0.5935, 0.8986], [-0.9231, 0.3781, 1.4915], [-1.5187, 1.6579, 0.9400], [0.7824, -1.6635, -2.1712], [-1.6228, 0.2602, 3.9331], [0.8774, -0.3996, -1.4826], [2.1793, 0.0144, -0.5474], [0.1966, -1.4881, 1.2681], [-1.5355, 1.7595, -0.1231], [-2.5935, 1.6038, 1.1579], [-1.1598, 2.5514, 1.2789], [-0.3100, -2.0267, -2.0977], [0.7550, -1.4913, -3.2734], [1.6234, -2.2845, -1.7800], [3.0577, 0.1770, -1.6859], [1.7768, 1.3611, -0.6230]],
  "nbo_charge": [0.2554, 0.0384, -0.2663, -0.6142, -0.4931, -0.2973, -0.6179, 0.5385, 0.1865, 0.2331, 0.2275, 0.2290, 0.2300, 0.2341, 0.1880, -0.0461, -0.0256]
}